(1)
Here is 4 unconnected molecules or ions with the total composition C8H12N4 at a distorted geometry from OMol25. Energies are from ωB97M-V/def2-TZVPD.

charge: 0
DFT total energy: -14449.6924 eV
HOMO energy: -0.41056 Ha
relative energy (zero: lowest compared OMol25 entry of this formula, charge and spin): 42.9 kcal per mole
spin multiplicity: 1

Each line ends with the natural charge from an NBO analysis.
Geometry (Å):
H 2.6167 -5.9760 -1.6416  0.2575
H 1.2017 4.3417 2.5060  0.2585
H 2.8002 -4.4666 -2.4340  0.2572
H -1.6391 -1.6796 1.6250  0.2490
C 1.3019 -4.5402 -0.9691  0.3074
H -1.7997 2.5245 -3.9861  0.2419
H -1.1376 2.6639 -2.3436  0.2630
N -1.0773 0.5778 -0.4517  -0.3931
N 1.1758 1.2401 2.5659  -0.3543
C -0.8834 -0.3093 0.2513  0.3346
H 1.5485 3.8498 4.2522  0.2537
C 2.6327 -4.9024 -1.4463  -0.7238
N -4.0202 3.7539 -2.0483  -0.3520
N 0.2455 -4.2660 -0.6119  -0.3529
C 0.9437 3.7191 3.3569  -0.7178
C -2.0062 2.3676 -2.9292  -0.7205
C 1.0717 2.3209 2.9293  0.3043
C -0.6865 -1.4498 1.1482  -0.7406
H -0.3477 -2.3401 0.6236  0.2777
H 3.4366 -4.5843 -0.7942  0.2590
H -0.0811 3.9220 3.6671  0.2568
H 0.0253 -1.2242 1.9400  0.2677
C -3.1322 3.1491 -2.4335  0.2994
H -2.1892 1.3084 -2.7758  0.2674

(2)
Here is 2 unconnected molecules or ions with the total composition C8H12N5 at a distorted geometry from OMol25. Energies are from ωB97M-V/def2-TZVPD.

charge: +1
DFT total energy: -15929.5884 eV
HOMO energy: -0.49187 Ha
relative energy (zero: lowest compared OMol25 entry of this formula, charge and spin): 111.5 kcal per mole
spin multiplicity: 1

Each line ends with the natural charge from an NBO analysis.
Geometry (Å):
H 3.0316 -0.4062 0.4020  0.2575
N 0.9768 -0.5447 0.8945  0.0131
H 0.2581 -1.6797 2.4751  0.2541
H 1.4482 -2.5582 1.4760  0.2769
C 1.2479 -1.5148 1.9187  -0.4566
H -1.1474 1.4640 -3.1640  0.2369
H -1.8170 2.0739 1.7494  0.2590
N -0.0825 -2.8233 0.0129  -0.1642
H 2.0107 -1.1978 2.5924  0.2384
H 0.1868 0.1430 -1.8898  0.2475
H -2.5109 3.3476 -2.2916  0.2467
C -1.5370 1.9259 0.6071  -0.1243
N -1.9889 -2.0250 -0.8088  -0.5211
C -0.4835 0.8308 -1.2834  -0.1804
H 2.0836 -1.0598 -0.8784  0.2529
C -0.6214 0.9815 0.1248  -0.0026
H -2.8952 -2.3881 -1.0969  0.4128
N -1.0937 -2.6311 -0.4028  0.2867
C -2.0678 2.8709 -0.2134  -0.2182
C 2.0129 -0.3579 -0.0941  -0.4767
N -0.0717 0.1107 0.9844  0.0033
C -2.0339 2.7048 -1.5651  -0.1193
H 1.7452 0.6624 -0.5593  0.2432
H -2.6268 3.6649 0.3403  0.2476
C -1.3116 1.6435 -2.0517  -0.2132